Record 1
C13H12AgBrN7 | the ωB97M-V functional and the def2-TZVPD basis

XYZ file:
```
34
Properties=species:S:1:pos:R:3:forces:R:3
Ag 0.263 0.011 0.030 0.1585 -0.0273 0.0180
N -0.540 -3.398 0.261 0.3645 -0.0506 -0.0206
C -1.683 -2.708 0.220 -0.3764 0.3722 -0.0124
N -2.818 -3.384 0.283 -0.0781 -0.4150 0.0434
C -3.938 -2.660 0.244 0.7427 0.2185 -0.0711
N -5.104 -3.291 0.310 -0.2434 -0.1021 0.0154
N -3.952 -1.317 0.135 -0.3756 0.2594 0.0059
C -2.782 -0.725 0.078 0.0952 -0.9730 0.0722
N -1.603 -1.359 0.117 0.0978 0.3034 -0.0282
C -2.800 0.748 -0.039 -0.2230 0.6975 -0.0631
C -4.018 1.401 -0.211 0.1555 -0.0318 0.0179
C -4.033 2.782 -0.322 0.2798 -0.0011 0.0423
C -2.831 3.467 -0.236 -0.0800 -0.1965 0.0068
C -1.666 2.737 -0.058 0.0473 0.2187 -0.0144
N -1.640 1.411 0.029 0.0105 -0.3303 -0.0347
H -0.574 -4.402 0.319 0.0195 0.0847 0.0060
H 0.341 -2.912 0.208 -0.1933 -0.1750 0.0365
H -5.125 -4.293 0.385 0.0153 0.0253 0.0056
H -5.959 -2.764 0.286 0.0399 -0.0102 -0.0046
H -4.923 0.816 -0.254 -0.0031 -0.0126 -0.0083
H -4.960 3.316 -0.468 -0.0771 0.0063 0.0014
H -2.789 4.543 -0.308 0.0221 0.0695 0.0011
H -0.712 3.240 0.020 0.0402 0.0328 -0.0224
Br 5.287 -3.101 -0.417 -0.1665 0.3453 0.0224
C 4.521 -1.381 -0.208 0.0854 -0.1017 -0.0053
C 5.316 -0.253 -0.049 -0.2872 -0.1964 -0.0301
C 4.679 0.965 0.114 -0.1149 -0.1136 -0.0144
C 3.294 1.011 0.116 0.1816 0.2985 0.0323
N 2.534 -0.072 -0.043 -0.5571 0.0920 0.0316
C 3.140 -1.245 -0.206 0.3137 -0.4134 -0.0576
H 6.392 -0.330 -0.054 0.0922 -0.0178 0.0052
H 5.253 1.867 0.240 0.0064 0.1260 0.0202
H 2.777 1.952 0.248 -0.0061 0.0009 0.0023
H 2.517 -2.119 -0.347 0.0137 0.0176 0.0008
```
Forces are in eV/Å.

F_max ... 0.019 hartree/bohr
Kohn-Sham gap ... 9.38 eV
Total energy ... -3606.7647 Eh
Lowest unoccupied orbital energy ... -3.079 eV
Total charge ... +1


Record 2
C13H12BiO5P | the ωB97M-V functional and the def2-TZVPD basis

XYZ file:
```
32
Properties=species:S:1:pos:R:3:forces:R:3
O -0.060 4.315 -4.685 0.2484 -1.7220 1.2994
C 0.063 3.419 -3.994 -0.2521 1.6978 -1.2651
Bi -0.160 -0.012 -0.359 1.1652 -2.7916 -1.4295
O 0.038 2.369 2.309 0.2932 -1.4378 -2.4393
C 0.101 1.744 1.363 -0.0271 2.5967 2.8453
C 0.098 -4.048 -0.106 0.6757 -0.4774 1.2744
O 0.097 -4.026 -1.212 -0.0874 0.0833 -2.3414
C 2.528 -0.099 -0.181 4.5232 0.3309 1.4261
O 3.625 -0.082 0.164 -4.1235 -0.1517 -1.4132
C -2.445 -0.163 -0.011 -6.9064 -0.5275 2.0224
O -3.524 -0.372 0.369 5.1051 0.7745 -2.0106
H 0.065 0.604 -1.956 0.0406 1.9037 -1.5531
C 1.606 -1.841 2.682 0.7002 0.1566 -0.6281
P -0.023 -1.335 2.066 -1.0639 -1.0058 4.4653
C -0.991 -2.873 2.313 -0.9846 -0.7055 -0.8064
C -0.768 -0.499 3.553 0.1990 -0.1106 0.0096
C -0.332 -0.868 4.838 -0.1205 0.5392 0.2225
C -0.870 -0.227 5.963 -0.2832 -0.0651 -0.0278
C -1.907 0.709 5.817 0.1098 0.0210 -0.5082
C -2.434 0.964 4.539 -0.0203 -0.1815 -0.1571
C -1.859 0.366 3.412 0.1494 -0.1598 0.2959
H 2.185 -2.330 1.889 -0.0844 -0.0186 0.1883
H 1.486 -2.545 3.507 0.0005 0.0709 -0.1552
H 2.161 -0.964 3.023 0.0109 -0.0779 0.0490
H -0.665 -3.358 3.241 -0.1767 0.5147 0.0876
H -2.079 -2.683 2.311 0.4933 0.1891 0.3849
H -0.840 -3.622 1.545 0.0288 0.2660 0.2845
H 0.408 -1.656 4.990 -0.1351 0.4348 -0.0340
H -0.513 -0.488 6.969 -0.1435 0.1416 -0.5812
H -2.313 1.246 6.680 0.1456 -0.3808 -0.3075
H -3.312 1.602 4.398 0.4117 -0.1354 0.2205
H -2.280 0.526 2.408 0.1077 0.2282 0.5819
```
Forces are in eV/Å.

F_max ... 0.140 hartree/bohr
Kohn-Sham gap (alpha / beta) ... 5.03 / 5.43 eV
Total energy ... -1433.8768 Eh
Lowest unoccupied orbital energy (alpha / beta) ... -10.298 / -9.978 eV
Relative energy (zero: lowest compared OMol25 entry of this formula, charge and spin) ... 1.214 eV
Total charge ... +2


Record 3
C13H12BrN3O | the ωB97M-V functional and the def2-TZVPD basis

XYZ file:
```
30
Properties=species:S:1:pos:R:3:forces:R:3
C -3.827 -2.169 -0.320 -0.0144 -0.0333 -0.0068
C -3.083 -0.888 -0.142 -0.1084 0.4382 0.0511
C -3.734 0.336 0.004 0.1731 -0.0193 0.0059
C -2.946 1.469 0.163 -0.1043 -0.3183 -0.0349
C -3.528 2.836 0.319 -0.0218 -0.0412 -0.0038
N -1.619 1.379 0.177 0.2549 0.2320 0.0417
C -1.095 0.166 0.033 -0.6288 0.1906 -0.0199
N 0.286 0.152 0.048 0.1134 0.3109 -0.0099
C 1.121 -0.940 -0.006 0.1082 -0.0410 -0.0060
O 0.749 -2.086 -0.030 0.1614 -0.1435 0.0649
C 2.572 -0.574 -0.013 0.3108 -0.0622 -0.0442
C 3.064 0.591 -0.596 -0.0964 -0.1882 0.1214
C 4.422 0.852 -0.599 0.2088 0.0276 0.0325
C 5.288 -0.055 -0.010 0.1387 0.0811 -0.0404
Br 7.155 0.314 -0.002 -0.2108 -0.0463 -0.0007
C 4.822 -1.227 0.564 0.0908 0.0681 -0.0274
C 3.465 -1.483 0.550 -0.1868 0.0939 -0.0561
N -1.760 -0.962 -0.128 0.2220 -0.3684 -0.0602
H -4.458 -2.118 -1.205 -0.0750 -0.0405 -0.0423
H -4.467 -2.353 0.542 -0.0752 -0.0504 0.0299
H -3.115 -2.982 -0.424 -0.0157 -0.0525 -0.0081
H -4.810 0.399 -0.007 -0.1191 0.0269 0.0039
H -3.238 3.454 -0.529 -0.0024 0.0558 -0.0441
H -4.611 2.794 0.379 -0.0740 0.0595 0.0060
H -3.129 3.304 1.216 0.0023 0.0405 0.0505
H 0.684 1.073 0.169 -0.0182 -0.2137 0.0173
H 2.399 1.290 -1.083 -0.0674 0.0657 -0.0424
H 4.807 1.750 -1.056 0.0308 0.0417 -0.0315
H 5.512 -1.927 1.008 0.0449 -0.0341 0.0334
H 3.074 -2.394 0.977 -0.0412 -0.0798 0.0204
```
Forces are in eV/Å.

F_max ... 0.013 hartree/bohr
SMILES string ... Cc1cc(C)nc(NC(=O)c2ccc(Br)cc2)n1
Kohn-Sham gap ... 9.50 eV
Total energy ... -3316.1587 Eh
Lowest unoccupied orbital energy ... 0.369 eV
Relative energy (zero: lowest compared OMol25 entry of this formula, charge and spin) ... 0.000 eV


Record 4
C13H12F3N3O2 | the ωB97M-V functional and the def2-TZVPD basis

XYZ file:
```
33
Properties=species:S:1:pos:R:3:forces:R:3
C -4.959 -1.010 -1.984 -0.0115 -0.0347 -0.2032
O -4.856 -0.712 -0.613 0.0747 0.0713 0.3000
C -3.676 -0.218 -0.142 0.0599 0.0662 0.1765
C -3.625 0.031 1.230 -0.1723 -0.0928 -0.1789
C -2.475 0.524 1.808 0.0334 0.0173 -0.1640
C -1.351 0.793 1.037 0.0631 0.0815 0.0060
C -0.095 1.354 1.661 -0.3246 0.4114 0.1288
N 1.049 0.673 1.152 0.4882 -0.3715 -0.1913
C 1.968 1.307 0.563 -0.3240 0.4406 0.1678
C 3.114 0.620 0.023 0.5964 -0.7304 -0.1919
C 3.371 -0.723 -0.022 0.1126 0.6801 -0.2948
C 2.555 -1.867 0.496 -0.3913 -0.6427 0.3266
F 1.369 -1.977 -0.101 0.0951 0.1877 -0.1515
F 3.202 -3.036 0.269 0.3044 0.0080 -0.1641
F 2.351 -1.810 1.812 0.1714 0.1584 -0.0023
N 4.525 -0.968 -0.708 -0.3493 -0.1999 -0.0360
N 5.103 0.257 -0.967 0.2490 -0.1303 0.1284
C 4.238 1.293 -0.635 -0.0454 -0.5605 0.2323
O 4.448 2.459 -0.865 0.0126 0.6131 -0.1500
C -1.408 0.549 -0.326 0.0244 0.0526 0.2563
C -2.554 0.046 -0.918 -0.2579 -0.1171 -0.2106
H -5.966 -1.399 -2.127 0.0835 0.0221 -0.0438
H -4.828 -0.115 -2.602 0.0107 -0.0407 0.0203
H -4.231 -1.769 -2.286 -0.0182 0.0383 0.0029
H -4.502 -0.178 1.822 -0.1074 -0.0337 0.0719
H -2.451 0.704 2.873 0.0127 0.0094 0.1225
H -0.124 1.169 2.740 -0.0756 0.1216 -0.0428
H -0.045 2.446 1.491 0.0268 -0.1412 0.0947
H 1.977 2.396 0.422 -0.1294 -0.0246 0.0453
H 5.109 -1.779 -0.556 -0.0646 0.2098 0.1358
H 5.864 0.331 -1.625 -0.1839 -0.0334 -0.0291
H -0.542 0.745 -0.940 0.0830 -0.0046 -0.0661
H -2.555 -0.136 -1.981 -0.0464 -0.0315 -0.0957
```
Forces are in eV/Å.

F_max ... 0.019 hartree/bohr
SMILES string ... COc1ccc(C/N=C/c2c(C(F)(F)F)[nH][nH]c2=O)cc1
Kohn-Sham gap ... 8.44 eV
Total energy ... -1116.9003 Eh
Lowest unoccupied orbital energy ... 0.169 eV
Relative energy (zero: lowest compared OMol25 entry of this formula, charge and spin) ... 1.710 eV


Record 5
C13H12F3N5O3S | the ωB97M-V functional and the def2-TZVPD basis

XYZ file:
```
37
Properties=species:S:1:pos:R:3:forces:R:3
N 3.016 3.053 -3.480 -0.1678 0.3787 -0.6788
N 3.190 2.243 -2.378 0.1969 -0.5626 0.9344
C 2.716 2.400 -1.111 0.2814 0.1156 -0.2378
S 1.847 3.804 -0.588 -0.0263 0.4271 0.2733
C 0.974 2.997 0.775 0.2407 0.0725 -0.5678
C 0.105 1.871 0.201 0.1641 0.2768 0.3130
O -0.096 1.761 -0.985 -0.2592 -0.1953 -0.1337
N -0.390 1.076 1.176 -0.0217 -0.0705 0.3950
C -1.232 -0.042 1.049 -0.2927 -0.2961 -0.0316
C -1.644 -0.544 -0.181 0.0854 0.0931 -0.1532
C -2.460 -1.656 -0.226 -0.1161 -0.1617 0.4129
C -2.889 -2.278 0.939 0.1193 0.0564 0.0401
C -2.505 -1.751 2.177 -0.0568 0.0262 -0.1577
C -1.670 -0.645 2.221 -0.0769 -0.1284 -0.1349
O -2.934 -2.285 3.364 0.3461 0.2144 -0.1009
C -4.018 -3.176 3.214 -0.3007 -0.3948 -0.3085
C -3.764 -4.125 2.044 0.0008 -0.0019 0.5403
O -3.676 -3.397 0.839 -0.0259 0.2249 -0.2269
N 3.008 1.348 -0.382 -0.6264 0.8643 0.6425
N 3.683 0.496 -1.145 0.8118 -0.9544 -0.9929
C 3.790 1.012 -2.339 -0.2401 0.2032 0.1010
C 4.501 0.428 -3.508 0.2971 -0.3266 -0.4961
F 3.670 0.090 -4.504 -0.2275 0.0317 0.0658
F 5.367 1.320 -4.037 0.0416 0.2727 0.0776
F 5.203 -0.656 -3.194 -0.1013 -0.0109 0.2822
H 2.301 3.746 -3.280 0.0604 -0.1963 -0.0221
H 3.885 3.499 -3.764 -0.1004 -0.0396 0.3305
H 0.358 3.762 1.248 0.0305 -0.0080 0.0087
H 1.717 2.614 1.474 -0.1391 -0.0108 0.0628
H -0.122 1.284 2.128 0.0651 0.0606 -0.2259
H -1.318 -0.074 -1.092 0.0158 0.0154 -0.0223
H -2.776 -2.069 -1.169 -0.0312 -0.0605 -0.1348
H -1.378 -0.269 3.190 0.0265 0.0688 0.1512
H -4.105 -3.720 4.156 -0.0375 0.0157 -0.1001
H -4.942 -2.611 3.027 0.0875 -0.0567 0.0561
H -4.585 -4.832 1.920 0.0789 0.0356 0.0700
H -2.828 -4.672 2.220 -0.1021 0.0212 -0.0312
```
Forces are in eV/Å.

F_max ... 0.031 hartree/bohr
SMILES string ... Nn1c(SCC(=O)Nc2ccc3c(c2)OCCO3)nnc1C(F)(F)F
Kohn-Sham gap ... 8.49 eV
Total energy ... -1699.8560 Eh
Lowest unoccupied orbital energy ... 0.429 eV
Relative energy (zero: lowest compared OMol25 entry of this formula, charge and spin) ... 0.000 eV


Record 6
C13H13Cl2NOS3SiSr | the ωB97M-V functional and the def2-TZVPD basis

XYZ file:
```
35
Properties=species:S:1:pos:R:3:forces:R:3
Sr -0.095 -0.684 0.680 0.4718 -0.3351 0.0084
Cl -3.940 2.769 -0.282 0.2111 -0.0049 0.0906
C -2.210 3.038 -0.445 0.1752 0.3206 -0.0948
C -1.790 4.411 -0.580 -1.4828 -1.1457 -0.1306
C -0.529 4.726 -0.874 0.7743 -0.3648 -0.2867
Cl 0.067 6.289 -1.450 -0.7911 -0.0392 0.4664
C 0.400 3.666 -0.846 1.3902 -0.5114 0.1642
C 1.771 3.979 -0.803 -0.1123 -0.3990 -0.3521
C 2.708 3.009 -0.700 0.1785 -0.7005 -0.1385
C 2.274 1.672 -0.651 0.0803 -0.3318 -0.4974
N 1.000 1.323 -0.727 -0.0625 0.2502 0.4424
C 0.041 2.293 -0.745 0.1768 1.2979 0.2252
C -1.371 1.921 -0.583 0.7529 -0.1782 -0.8465
O -1.657 0.672 -0.661 -0.5773 0.5185 0.5721
H -2.554 5.152 -0.528 -0.5078 0.4636 -0.0390
H 2.057 5.001 -0.861 0.2505 0.5642 0.0303
H 3.765 3.235 -0.709 -0.0027 -0.0232 0.2601
H 3.013 0.863 -0.563 -0.5021 0.3989 -0.0475
S 2.343 2.741 3.292 0.5077 0.7479 0.0104
C 1.776 1.315 2.701 -0.3052 -1.7205 0.0285
S 2.800 0.019 2.045 -0.6747 0.5341 0.0138
S 0.059 0.921 2.888 0.1047 0.6491 0.3670
C -2.297 -3.683 -0.487 1.0797 -1.0281 -0.3580
Si -0.709 -3.805 0.757 0.2309 0.8742 -0.7412
C -0.917 -5.670 1.183 0.2993 0.0590 -1.6039
C 0.918 -3.884 -0.483 -1.5617 -2.3837 0.5369
H -2.113 -4.525 -1.199 -0.3137 0.4418 0.1352
H -2.515 -2.785 -1.088 0.2202 -0.1385 0.4137
H -3.180 -3.959 0.094 -0.0725 0.1548 0.0355
H -0.903 -6.246 0.205 -0.2956 0.3743 1.0097
H -1.886 -5.711 1.668 -0.1833 -0.4615 0.1120
H -0.134 -6.085 1.808 0.0669 0.0135 0.3122
H 0.791 -4.768 -1.182 0.0465 1.0163 0.2623
H 1.756 -4.173 0.134 0.3203 -0.0845 0.5421
H 1.261 -3.033 -1.005 0.1076 1.1713 -0.9027
```
Forces are in eV/Å.

F_max ... 0.056 hartree/bohr
Kohn-Sham gap ... 5.25 eV
Total energy ... -3068.4503 Eh
Lowest unoccupied orbital energy ... 4.285 eV
Relative energy (zero: lowest compared OMol25 entry of this formula, charge and spin) ... 0.969 eV
Total charge ... -2


Record 7
C13H13ClN2O2Sn | the ωB97M-V functional and the def2-TZVPD basis

XYZ file:
```
32
Properties=species:S:1:pos:R:3:forces:R:3
Cl 1.121 -0.997 -2.673 -0.0978 0.0920 0.5035
C 0.168 3.113 -1.540 0.0288 1.0309 -0.2242
C -0.882 3.075 -0.581 0.8539 2.0511 -0.8834
C -1.770 2.044 -0.893 -0.2236 -1.4379 -1.0635
H -1.029 3.807 0.228 0.1785 -0.3889 -0.5278
C -1.272 1.378 -2.036 -2.0083 -1.3252 2.1643
C 0.042 1.962 -2.410 1.1379 3.1905 0.6075
H 0.565 1.768 -3.365 -0.2499 0.1149 0.6879
H 0.922 3.918 -1.679 -0.5489 -0.8665 0.3738
H -2.746 1.839 -0.418 0.7961 0.0663 -0.2864
C -1.906 0.298 -2.792 -0.1788 -0.8345 -0.5080
Sn 0.965 0.647 -0.783 -0.3567 -3.5504 -0.0963
C 2.008 2.388 1.348 3.3439 1.2222 3.8016
C 3.093 -0.686 -1.065 4.9237 -3.8364 -1.2516
O 2.723 2.722 2.205 -3.5510 -1.5154 -4.1510
O 3.945 -1.454 -1.335 -4.6215 4.2629 1.5085
H -2.433 -0.413 -2.138 -0.0072 0.3048 -0.1453
H -1.148 -0.260 -3.354 -0.3065 0.1214 0.0391
H -2.654 0.640 -3.534 0.2561 0.2089 0.2901
N 2.255 -1.287 1.986 -0.4249 -0.4685 -0.4885
C 0.901 -1.681 1.974 1.2566 0.9292 -0.6556
C 0.383 -2.617 2.883 0.2777 0.3861 -0.4517
C -0.968 -2.870 2.894 0.5065 0.7155 -0.4555
C -1.768 -2.197 1.978 -0.1771 0.6187 -0.9782
C -1.207 -1.325 1.053 -0.1145 -0.1947 0.1913
N 0.120 -1.050 1.075 -0.0400 0.4296 -0.5367
H 2.705 -1.045 1.075 -0.7236 -0.6490 1.4904
H 2.836 -1.881 2.579 -0.0279 0.3906 -0.3612
H 1.090 -3.116 3.517 0.0318 -0.1975 0.3208
H -1.394 -3.550 3.591 -0.2374 -0.4709 0.4079
H -2.833 -2.335 1.932 -0.1957 -0.1559 0.0866
H -1.828 -0.836 0.279 0.4999 -0.2439 0.5916
```
Forces are in eV/Å.

F_max ... 0.126 hartree/bohr
Kohn-Sham gap (alpha / beta) ... 4.08 / 4.08 eV
Total energy ... -1436.9101 Eh
Lowest unoccupied orbital energy (alpha / beta) ... -11.434 / -11.437 eV
Relative energy (zero: lowest compared OMol25 entry of this formula, charge and spin) ... 1.493 eV
Total charge ... +2